A | This record from the OMol25 dataset describes the ion C5H15N2 with charge +1. The level of theory is ωB97M-V with the def2-TZVPD basis set.

## Properties
**SMILES**: CC[NH2+]CCNC
**Net charge**: +1
**Highest occupied orbital energy**: -13.9 eV
**Orbital gap**: 11.0933 eV

Bonds (Å) are listed after each position.
CARTESIAN COORDINATES (ANGSTROEM)
1 C 0.93 -0.66 -1.11  N2 1.551, C5 1.556, H8 1.116, H9 1.107
2 N -0.39 0.12 -0.91  C1 1.551, C3 1.512, H10 1.013, H19 1.075
3 C -0.32 1.61 -1.14  N2 1.512, C4 1.507, H11 1.093, H12 1.119
4 C -1.52 2.39 -0.64  C3 1.507, H13 1.100, H14 1.088, H15 1.094
5 C 1.53 -0.92 0.31  C1 1.556, N6 1.445, H16 1.116, H17 1.078
6 N 0.54 -0.74 1.34  C5 1.445, C7 1.458, H18 1.007
7 C -0.02 -1.97 1.90  N6 1.458, H20 1.108, H21 1.096, H22 1.108
8 H 1.49 -0.12 -1.91  C1 1.116
9 H 0.43 -1.62 -1.33  C1 1.107
10 H -1.13 -0.22 -1.52  N2 1.013
11 H -0.15 1.78 -2.21  C3 1.093
12 H 0.55 1.93 -0.50  C3 1.119
13 H -1.78 3.24 -1.29  C4 1.100
14 H -2.45 1.87 -0.43  C4 1.088
15 H -1.43 2.84 0.35  C4 1.094
16 H 1.86 -1.98 0.41  C5 1.116
17 H 2.34 -0.22 0.45  C5 1.078
18 H 0.89 -0.16 2.08  N6 1.007
19 H -0.57 -0.22 0.09  N2 1.075
20 H -0.56 -2.52 1.10  C7 1.108
21 H 0.67 -2.63 2.43  C7 1.096
22 H -0.91 -1.80 2.54  C7 1.108

B | This record from the OMol25 dataset describes the ion C5H15N2 with charge +1. The level of theory is ωB97M-V with the def2-TZVPD basis set.

## Properties
**SMILES**: CC[NH2+]C[C@H](C)N
**Net charge**: +1
**Highest occupied orbital energy**: -14.3 eV
**Orbital gap**: 11.4246 eV

Bonds (Å) are listed after each position.
CARTESIAN COORDINATES (ANGSTROEM)
1 N 1.12 1.18 -0.87  C2 1.492, H8 1.010, H10 1.012
2 C 1.45 -0.27 -0.73  N1 1.492, C3 1.521, C4 1.528, H11 1.083
3 C 2.73 -0.52 0.06  C2 1.521, H12 1.091, H13 1.088, H14 1.084
4 C 0.26 -0.90 -0.01  C2 1.528, N5 1.496, H15 1.081, H16 1.095
5 N -1.01 -0.35 -0.58  C4 1.496, C6 1.499, H9 1.045, H17 1.022
6 C -2.17 -0.36 0.36  N5 1.499, C7 1.520, H18 1.093, H19 1.092
7 C -2.30 0.96 1.11  C6 1.520, H20 1.086, H21 1.089, H22 1.086
8 H 1.45 1.55 -1.75  N1 1.010
9 H -0.71 0.63 -0.79  N5 1.045
10 H 1.51 1.73 -0.11  N1 1.012
11 H 1.52 -0.63 -1.74  C2 1.083
12 H 2.82 -1.57 0.32  C3 1.091
13 H 2.65 -0.01 1.02  C3 1.088
14 H 3.62 -0.27 -0.50  C3 1.084
15 H 0.23 -1.98 -0.03  C4 1.081
16 H 0.27 -0.53 1.02  C4 1.095
17 H -1.27 -0.72 -1.49  N5 1.022
18 H -3.08 -0.52 -0.22  C6 1.093
19 H -2.08 -1.24 1.00  C6 1.092
20 H -2.41 1.77 0.39  C7 1.086
21 H -1.43 1.17 1.73  C7 1.089
22 H -3.15 0.88 1.78  C7 1.086

In terms of stability, B leads; the second structure lies 0.0482 hartree higher.